Arrangement w

Below is a cluster of 10 separate species, C40H45Br10N5O10 in total, with properties calculated with ωB97M-V with the def2-TZVPD basis set.

Summary:
E_LUMO: -0.88 eV
HOMO-LUMO gap: 9.08 eV
HOMO level: -10.0 eV

Structure (ORCA input):
```
! wB97M-V def2-TZVPD RIJCOSX def2/J DEFGRID3
* xyz 0 1
O 2.738 0.534 -8.556
N 1.670 0.624 -8.008
O 0.620 0.534 -8.538
C 1.700 0.862 -6.566
C 0.492 0.934 -5.900
C 0.424 1.185 -4.554
C 1.620 1.388 -3.864
C 2.826 1.382 -4.553
C 2.888 1.009 -5.880
H -0.448 0.935 -6.439
H -0.464 1.231 -3.940
H 1.672 1.798 -2.860
H 3.718 1.608 -3.983
H 3.788 1.122 -6.475
O 0.754 -2.977 0.592
N 0.947 -3.891 1.333
O 0.080 -4.433 1.929
C 2.283 -4.355 1.583
C 2.581 -5.027 2.747
C 3.820 -5.616 2.927
C 4.756 -5.517 1.880
C 4.465 -4.826 0.723
C 3.241 -4.181 0.596
H 1.887 -5.014 3.584
H 4.131 -6.198 3.783
H 5.721 -6.003 1.968
H 5.122 -4.933 -0.128
H 2.987 -3.743 -0.359
O 6.369 5.385 0.536
N 5.942 5.710 -0.551
O 6.576 6.306 -1.373
C 4.602 5.279 -0.904
C 4.120 5.609 -2.151
C 2.845 5.209 -2.519
C 2.071 4.496 -1.611
C 2.580 4.138 -0.371
C 3.875 4.501 -0.028
H 4.769 6.194 -2.791
H 2.420 5.399 -3.496
H 1.045 4.230 -1.830
H 1.989 3.519 0.289
H 4.233 4.338 0.981
O 3.894 0.868 4.400
N 3.345 0.573 3.378
O 2.266 0.096 3.304
C 4.022 0.930 2.138
C 3.545 0.416 0.956
C 4.212 0.713 -0.215
C 5.317 1.545 -0.215
C 5.764 2.057 0.997
C 5.165 1.694 2.192
H 2.682 -0.229 0.990
H 3.863 0.317 -1.161
H 5.973 1.746 -1.053
H 6.616 2.723 1.085
H 5.436 2.166 3.127
O -7.202 -6.719 5.207
N -7.101 -5.772 4.462
O -8.014 -5.057 4.119
C -5.772 -5.514 3.901
C -4.689 -6.185 4.413
C -3.409 -5.847 3.997
C -3.268 -4.806 3.078
C -4.333 -4.134 2.550
C -5.599 -4.548 2.936
H -4.766 -6.898 5.224
H -2.579 -6.239 4.563
H -2.244 -4.574 2.792
H -4.262 -3.292 1.885
H -6.477 -4.027 2.568
Br -4.688 -0.655 4.951
C -3.748 0.963 4.436
C -2.339 0.582 4.078
Br -1.183 2.116 3.718
H -3.651 1.618 5.304
H -4.292 1.527 3.692
H -2.304 -0.083 3.217
H -1.866 -0.016 4.852
Br -3.315 -5.998 -2.530
C -2.618 -4.226 -2.285
C -2.666 -3.559 -3.630
Br -2.024 -1.712 -3.501
H -1.654 -4.172 -1.788
H -3.323 -3.772 -1.594
H -3.689 -3.618 -3.995
H -2.065 -4.044 -4.391
Br -2.619 6.904 3.083
C -3.164 5.038 2.775
C -2.846 4.543 1.388
Br -3.730 2.809 1.158
H -4.240 5.125 2.904
H -2.755 4.445 3.579
H -1.776 4.382 1.295
H -3.209 5.195 0.609
Br -2.729 4.867 -2.335
C -4.162 3.572 -2.619
C -3.699 2.508 -3.556
Br -5.300 1.384 -3.873
H -4.963 4.179 -3.027
H -4.545 3.204 -1.673
H -2.922 1.843 -3.198
H -3.390 2.914 -4.513
Br -2.557 -1.650 0.496
C -1.090 -0.368 0.341
C -1.452 0.630 -0.711
Br -0.375 2.272 -0.587
H -0.208 -0.945 0.093
H -0.849 0.117 1.282
H -2.462 0.989 -0.537
H -1.375 0.342 -1.749
*
```

Arrangement x

Below is a cluster of 10 separate species, C40H45Br10N5O10 in total, with properties calculated with ωB97M-V with the def2-TZVPD basis set.

Summary:
E_LUMO: -1.13 eV
HOMO-LUMO gap: 8.85 eV
HOMO level: -10.0 eV

Structure (ORCA input):
```
! wB97M-V def2-TZVPD RIJCOSX def2/J DEFGRID3
* xyz 0 1
O 4.193 6.890 -4.201
N 3.907 5.770 -4.552
O 4.395 5.174 -5.476
C 2.870 5.103 -3.750
C 2.533 3.795 -4.090
C 1.547 3.085 -3.422
C 0.866 3.750 -2.376
C 1.168 5.075 -2.097
C 2.240 5.719 -2.695
H 2.923 3.323 -4.982
H 1.228 2.066 -3.585
H -0.055 3.399 -1.926
H 0.569 5.550 -1.332
H 2.406 6.785 -2.594
O 1.794 -0.477 2.060
N 2.086 -0.905 3.149
O 2.300 -2.078 3.344
C 2.132 -0.025 4.308
C 1.973 -0.518 5.590
C 2.171 0.253 6.697
C 2.558 1.576 6.501
C 2.705 2.108 5.214
C 2.417 1.303 4.105
H 1.577 -1.517 5.745
H 2.113 -0.059 7.730
H 2.769 2.209 7.354
H 3.193 3.064 5.097
H 2.646 1.688 3.119
O -4.978 6.287 2.177
N -4.665 6.670 1.071
O -4.741 7.832 0.723
C -4.076 5.696 0.145
C -3.674 6.146 -1.105
C -3.116 5.270 -2.006
C -2.980 3.933 -1.650
C -3.351 3.486 -0.372
C -3.865 4.385 0.539
H -3.843 7.193 -1.320
H -2.744 5.561 -2.979
H -2.619 3.193 -2.351
H -3.165 2.459 -0.093
H -4.274 4.025 1.475
O -2.713 0.413 4.995
N -1.901 0.364 4.116
O -1.611 -0.618 3.473
C -1.259 1.632 3.716
C -0.141 1.566 2.888
C 0.506 2.741 2.552
C 0.034 3.975 2.989
C -1.093 4.005 3.804
C -1.703 2.841 4.240
H 0.201 0.592 2.567
H 1.383 2.723 1.918
H 0.516 4.938 2.890
H -1.536 4.916 4.185
H -2.637 2.861 4.785
O 2.920 -10.485 2.115
N 2.570 -9.736 1.224
O 2.276 -10.081 0.103
C 2.583 -8.295 1.543
C 2.739 -7.901 2.866
C 2.608 -6.573 3.231
C 2.286 -5.656 2.225
C 2.132 -6.004 0.886
C 2.353 -7.358 0.571
H 2.845 -8.601 3.684
H 2.524 -6.351 4.283
H 2.185 -4.633 2.572
H 1.831 -5.346 0.089
H 2.219 -7.704 -0.447
Br -2.293 -6.814 -0.046
C -3.306 -5.157 -0.360
C -2.729 -4.080 0.548
Br -3.748 -2.374 0.534
H -4.330 -5.272 0.000
H -3.381 -4.917 -1.414
H -1.690 -3.865 0.303
H -2.651 -4.412 1.581
Br 6.520 -3.047 -0.690
C 4.890 -2.128 -1.005
C 5.142 -1.252 -2.228
Br 3.491 -0.265 -2.726
H 4.461 -1.611 -0.151
H 4.193 -2.935 -1.218
H 5.507 -1.903 -3.021
H 5.922 -0.507 -2.099
Br -7.482 -1.052 -2.695
C -5.754 -2.023 -2.534
C -4.556 -1.246 -2.991
Br -3.018 -2.497 -3.060
H -5.941 -2.846 -3.221
H -5.697 -2.405 -1.522
H -4.332 -0.477 -2.256
H -4.671 -0.822 -3.980
Br -2.858 0.889 -5.400
C -1.609 -0.473 -6.017
C -0.201 0.036 -5.882
Br 0.910 -1.410 -6.732
H -1.919 -0.628 -7.047
H -1.795 -1.428 -5.533
H 0.189 0.184 -4.881
H -0.046 0.953 -6.444
Br 1.165 -2.774 -0.591
C 0.090 -1.137 -0.448
C -0.123 -0.518 -1.805
Br -1.599 0.767 -1.698
H 0.652 -0.491 0.220
H -0.863 -1.290 0.050
H -0.469 -1.272 -2.507
H 0.679 0.030 -2.287
*
```

arrangement x is the least stable structure shown above.